[1]
Below is a cluster of 2 separate species, C2H3N3O2 in total, with properties calculated with wB97M-V/def2-TZVPD.

Cartesian coordinates (Å):
N 1.422 -1.157 0.319
C 0.432 -0.270 0.031
N 0.999 1.096 -0.180
O 0.213 1.977 0.009
C -2.081 1.544 -0.619
O -2.701 1.574 0.338
N -0.805 -0.437 -0.154
H 1.290 -2.120 0.054
H 2.369 -0.814 0.343
H -1.138 -1.395 -0.139

Results
Total energy   -392.6488 Ha
Frontier orbital gap (spin up / spin down)   8.492 / 8.493 eV
LUMO energy (spin up / spin down)   -0.904 / -0.905 eV

[2]
Below is an isolated molecule of C4H4S3, with properties calculated with wB97M-V/def2-TZVPD.

Cartesian coordinates (Å):
S 1.721 -1.446 2.675
C 1.466 -1.161 1.092
C 0.338 -0.279 0.706
S 0.998 0.898 -0.507
C -0.544 1.317 -1.218
C -1.581 0.489 -1.020
S -1.221 -0.983 -0.140
H 2.048 -1.505 0.337
H -0.229 0.255 1.587
H -0.541 2.068 -1.988
H -2.454 0.345 -1.525

Results
SMILES   S=CC1SC=CS1
Total energy   -1349.3021 Ha
Frontier orbital gap   7.171 eV
LUMO energy   -0.971 eV

[3]
Below is a structure of composition C2H4NPS, with properties calculated with wB97M-V/def2-TZVPD.

Cartesian coordinates (Å):
C 0.432 -0.151 -1.295
C 0.263 0.601 0.943
N -2.208 -0.658 -0.022
P -0.722 -0.721 0.064
S 1.065 1.164 -0.638
H 0.390 -0.237 -2.332
H -0.612 1.322 1.249
H 1.148 0.572 1.583
H 0.245 -1.893 0.448

Results
Total energy   -872.6904 Ha
Frontier orbital gap (spin up / spin down)   6.065 / 6.068 eV
LUMO energy (spin up / spin down)   -2.023 / -2.021 eV